[1]
Entry from the Open Molecules 2025 dataset: a molecular structure, Cu2H14O27S5Zn2 (ωB97M-V with the def2-TZVPD basis set).

Last column: natural (NBO) charge in e.
Atoms and positions in Å:
1 Zn -1.736 1.831 0.833  1.78
2 Zn 2.085 -2.311 -0.762  1.77
3 Cu 0.209 1.663 -2.993  1.60
4 Cu -2.636 -1.588 -1.220  1.56
5 S 0.107 -1.675 -3.323  2.66
6 O -1.152 -2.090 -2.665  -1.11
7 O 0.267 -2.518 -4.524  -1.04
8 O 0.118 -0.280 -3.744  -1.08
9 O 1.264 -1.946 -2.456  -1.20
10 S -4.065 -0.456 1.626  2.63
11 O -5.350 0.221 1.526  -1.01
12 O -3.949 -1.297 2.803  -1.04
13 O -3.763 -1.274 0.390  -1.13
14 O -3.005 0.603 1.678  -1.21
15 S 0.109 4.090 -0.933  2.62
16 O -0.604 3.070 -0.123  -1.19
17 O -0.818 5.110 -1.423  -1.02
18 O 1.142 4.734 -0.134  -1.04
19 O 0.789 3.356 -2.081  -1.10
20 S 0.101 -0.023 0.026  2.69
21 O -1.250 -0.323 -0.390  -1.11
22 O 0.939 -1.201 0.239  -1.19
23 O 0.673 0.666 -1.126  -1.13
24 O -0.049 0.880 1.164  -1.09
25 S -3.090 1.518 -2.072  2.65
26 O -3.417 0.054 -2.178  -1.08
27 O -4.080 2.271 -2.839  -0.98
28 O -2.985 1.968 -0.678  -1.13
29 O -1.733 1.696 -2.647  -1.17
30 O -1.206 1.026 3.958  -0.97
31 H -1.769 1.785 4.136  0.46
32 H -1.791 0.396 3.501  0.51
33 O 3.482 -0.748 -0.890  -1.05
34 H 3.451 0.079 -0.346  0.52
35 H 4.286 -0.674 -1.414  0.49
36 O 2.244 1.464 2.498  -1.01
37 H 2.045 1.509 3.438  0.48
38 H 1.361 1.300 2.088  0.51
39 O 1.216 -1.657 3.308  -0.94
40 H 1.057 -1.344 2.401  0.50
41 H 1.181 -2.614 3.244  0.44
42 O 3.037 -3.006 0.929  -0.99
43 H 3.822 -2.562 1.276  0.52
44 H 2.804 -3.661 1.594  0.50
45 O 3.221 1.555 -0.052  -0.98
46 H 2.372 1.432 -0.510  0.51
47 H 2.975 1.810 0.864  0.52
48 O 0.812 -3.907 -0.696  -0.97
49 H 0.650 -4.532 -1.416  0.52
50 H 0.630 -4.402 0.113  0.49

Multiplicity: 3
Gap between HOMO and LUMO (alpha / beta): 0.1800 / 0.1790 Eh
F_max: 0.0906 hartree/bohr
Total charge: -2
DFT total energy: -295807.450 eV
ΔE to the lowest compared entry with this formula, charge and spin: 0.9551 eV

---

[2]
Entry from the Open Molecules 2025 dataset: a single C3H3ClF2 molecule (ωB97M-V with the def2-TZVPD basis set).

Last column: natural (NBO) charge in e.
Atoms and positions in Å:
1 C -0.544 1.130 0.122  -0.62
2 C -0.349 -0.436 -0.091  -0.17
3 C 0.898 -1.056 -0.099  0.71
4 H -1.086 1.561 -0.832  0.23
5 H 0.700 1.334 -0.011  0.25
6 H -1.061 1.435 0.943  0.22
7 F 2.069 -0.297 -0.099  -0.33
8 F 1.228 -2.275 0.114  -0.27
9 Cl -1.855 -1.397 -0.047  -0.01

SMILES: CC(Cl)=C(F)F
Gap between HOMO and LUMO: 0.3785 Eh
F_max: 0.1636 hartree/bohr
Total charge: 0
DFT total energy: -21114.868 eV
ΔE to the lowest compared entry with this formula, charge and spin: 1.6882 eV

---

[3]
Entry from the Open Molecules 2025 dataset: a single C4H6O2 molecule (ωB97M-V with the def2-TZVPD basis set).

Last column: natural (NBO) charge in e.
Atoms and positions in Å:
1 C 0.580 -0.362 -1.160  -0.61
2 C -0.274 0.407 -0.144  -0.45
3 C -1.332 -0.489 0.444  0.47
4 O -2.439 -0.220 0.706  -0.48
5 C 0.549 0.924 0.944  0.27
6 O 1.588 0.335 1.362  -0.59
7 H 1.341 0.294 -1.595  0.23
8 H 1.093 -1.201 -0.678  0.23
9 H -0.047 -0.750 -1.969  0.22
10 H -0.793 1.258 -0.598  0.25
11 H -1.029 -1.508 0.667  0.11
12 H 0.806 1.336 2.000  0.35

SMILES: CC(C=O)C=O
Gap between HOMO and LUMO: 0.3467 Eh
F_max: 0.1140 hartree/bohr
Total charge: 0
DFT total energy: -8336.584 eV
ΔE to the lowest compared entry with this formula, charge and spin: 3.8772 eV

---

[4]
Entry from the Open Molecules 2025 dataset: 2 unconnected molecules or ions with the total composition C4H11N3O2 (ωB97M-V with the def2-TZVPD basis set).

Last column: natural (NBO) charge in e.
Atoms and positions in Å:
1 C 0.166 1.070 -1.378  -0.41
2 C -0.298 2.502 0.787  0.58
3 N 0.248 2.820 1.925  -0.82
4 N -0.151 1.345 0.069  -0.65
5 N -0.445 3.717 0.039  -0.89
6 H 0.644 2.236 2.631  0.35
7 H 0.567 -3.744 2.035  0.55
8 H -0.324 0.526 0.661  0.41
9 H -1.223 3.976 -0.541  0.38
10 H 0.079 4.444 0.591  0.41
11 H 0.789 0.128 -1.362  0.22
12 H 0.723 1.893 -1.818  0.22
13 H -0.836 0.882 -1.797  0.19
14 C -0.210 -3.432 -0.810  -0.74
15 C 0.459 -2.595 0.210  0.81
16 O 0.958 -3.274 1.228  -0.78
17 O 0.280 -1.402 0.351  -0.58
18 H -0.233 -3.028 -1.849  0.25
19 H -1.188 -3.564 -0.355  0.25
20 H -0.001 -4.498 -0.618  0.24

SMILES: [H]/N=C(/N)NC.CC(=O)O
Gap between HOMO and LUMO: 0.2823 Eh
F_max: 0.0893 hartree/bohr
Total charge: 0
DFT total energy: -12889.397 eV
ΔE to the lowest compared entry with this formula, charge and spin: 3.4325 eV